(1)
{"formula": "C17H41INO21P4S2", "method": "ωB97M-V with the def2-TZVPD basis set", "lumo_ev": 0.37, "e_above_lowest_kj_mol": 0.00, "homo_energy_ev": -6.3, "gap_ev": 6.7, "e_tot_ev": -129709.1036, "total_charge": -1, "symbols": ["C", "C", "C", "S", "O", "O", "N", "S", "O", "O", "C", "C", "O", "I", "H", "H", "H", "H", "H", "C", "O", "P", "O", "O", "C", "O", "C", "H", "H", "H", "H", "H", "H", "H", "H", "H", "C", "O", "P", "O", "O", "C", "O", "C", "H", "H", "H", "H", "H", "H", "H", "H", "H", "C", "O", "P", "O", "O", "C", "O", "C", "H", "H", "H", "H", "H", "H", "H", "H", "H", "C", "O", "P", "O", "O", "C", "O", "C", "H", "H", "H", "H", "H", "H", "H", "H", "H"], "positions_angstrom": [[-5.64850, 5.79494, -9.03126], [-5.31060, 6.81162, -8.49401], [-4.84013, 8.03394, -7.85842], [-5.77970, 9.53028, -8.29957], [-5.08452, 10.07327, -9.44125], [-5.67797, 10.36847, -7.12407], [-7.24290, 9.08966, -8.75835], [-8.43663, 9.20682, -7.69068], [-8.68262, 10.53472, -7.18557], [-9.61167, 8.61991, -8.27668], [-7.94667, 8.29784, -6.18986], [-8.33745, 6.84202, -6.13147], [-9.08629, 6.23624, -6.79467], [-7.32172, 5.77466, -4.46956], [-5.79730, 4.79413, -9.35597], [-4.77883, 7.90674, -6.77739], [-3.82351, 8.23237, -8.19852], [-8.39566, 8.79688, -5.33270], [-6.86347, 8.34676, -6.10957], [-2.20543, -0.39805, -4.54685], [-2.44205, 0.60857, -3.54660], [-3.81879, 1.52124, -3.66212], [-3.59871, 2.19492, -4.97850], [-3.32558, 2.36346, -2.37510], [-2.11889, 3.11382, -2.47607], [-5.35197, 1.99862, -3.31829], [-6.41530, 1.41708, -4.09835], [-1.49894, -1.11469, -4.13201], [-3.12098, -0.92202, -4.81628], [-1.77738, 0.06713, -5.43337], [-1.91359, 3.39637, -3.50854], [-1.28276, 2.53437, -2.08104], [-2.24374, 4.01420, -1.87768], [-6.34549, 0.32898, -4.11824], [-6.38712, 1.80701, -5.11534], [-7.35608, 1.69623, -3.63191], [-2.33648, -0.43466, -0.19103], [-2.48743, -1.86115, -0.01067], [-1.13933, -2.73768, 0.22538], [-0.30660, -2.49471, -0.98234], [-1.93111, -4.13343, 0.24364], [-2.49599, -4.60610, -0.97557], [-0.10902, -3.26810, 1.36328], [0.79384, -2.27459, 1.89881], [-3.29308, 0.03376, 0.02730], [-1.58463, -0.02416, 0.48125], [-2.06103, -0.22497, -1.22284], [-1.95750, -4.21693, -1.83975], [-3.54588, -4.31694, -1.03592], [-2.42615, -5.69212, -0.97096], [0.24062, -1.39343, 2.22528], [1.53004, -1.99348, 1.14622], [1.30280, -2.70885, 2.75544], [4.32983, -8.56422, 5.19462], [3.98016, -7.23205, 5.61235], [3.55779, -6.16413, 4.45302], [4.73706, -6.10372, 3.55022], [3.41520, -4.95099, 5.48819], [4.59691, -4.42916, 6.09501], [2.30822, -5.61065, 3.57556], [1.84884, -6.49286, 2.52528], [4.22390, -9.21866, 6.05682], [3.67844, -8.92272, 4.39918], [5.36341, -8.57728, 4.85288], [5.47666, -4.59462, 5.47369], [4.74665, -4.88975, 7.07162], [4.45467, -3.35886, 6.22967], [1.66226, -7.49163, 2.92146], [2.58927, -6.54119, 1.72736], [0.91962, -6.09238, 2.12855], [10.17660, 0.18613, 8.13034], [10.10494, -1.06936, 7.42902], [8.63516, -1.75324, 7.25126], [8.13585, -1.93763, 8.64001], [9.22143, -3.06476, 6.54703], [9.98631, -3.97695, 7.33067], [7.31356, -1.79474, 6.30821], [6.43418, -0.65518, 6.39775], [11.11050, 0.66747, 7.84985], [9.34972, 0.84376, 7.86742], [10.16970, 0.00269, 9.20338], [9.71310, -3.92131, 8.38435], [11.04983, -3.76568, 7.21468], [9.77988, -4.97876, 6.96013], [6.97810, 0.28064, 6.26733], [5.92568, -0.65391, 7.36197], [5.70251, -0.74530, 5.59945]], "forces_ev_per_angstrom": [[0.31, -0.24, 0.38], [0.04, 0.08, -0.05], [0.01, -0.53, -0.25], [0.54, 1.38, -0.65], [-0.06, -0.55, -0.34], [-0.41, -0.51, 0.47], [0.16, -0.16, 1.28], [-1.08, 0.95, -0.85], [0.67, 0.09, 0.30], [0.32, -0.72, 0.06], [0.17, -0.70, -0.14], [-0.32, 0.26, -0.51], [0.10, -0.15, 0.13], [0.15, -0.01, 0.15], [-0.27, 0.11, -0.22], [-0.29, 0.14, 0.04], [-0.04, 0.20, -0.04], [0.04, 0.08, -0.01], [-0.03, 0.23, 0.25], [0.28, -0.01, -0.11], [-2.23, -2.15, 0.35], [2.97, 6.59, -0.74], [-0.47, -1.40, -0.17], [-0.42, 0.05, 0.22], [0.21, -0.10, 0.10], [-0.09, -3.23, 0.51], [-0.13, 0.11, -0.21], [-0.02, 0.04, 0.09], [0.02, -0.01, -0.05], [-0.10, 0.06, -0.01], [-0.04, -0.03, -0.02], [0.03, -0.01, -0.04], [-0.07, -0.02, 0.01], [-0.06, 0.00, 0.01], [0.08, 0.02, 0.02], [0.07, 0.08, 0.08], [-0.08, 0.18, -0.25], [1.00, 0.66, 2.34], [0.23, -3.50, -4.11], [-0.05, 0.71, 0.73], [0.31, -0.02, 0.17], [-0.26, 0.03, -0.09], [-1.35, 2.07, 1.09], [0.18, 0.00, -0.01], [-0.03, -0.11, 0.03], [0.01, 0.03, -0.01], [0.07, -0.04, 0.03], [0.04, 0.03, 0.03], [0.01, 0.03, -0.01], [0.02, 0.01, 0.05], [0.09, 0.03, 0.07], [-0.08, -0.01, -0.07], [-0.10, -0.13, -0.02], [0.23, -0.08, 0.09], [-2.27, -0.80, -1.02], [3.60, 4.13, 0.23], [-0.65, -0.86, -0.06], [-0.18, 0.04, -0.29], [0.16, -0.06, 0.28], [-0.74, -2.45, 0.99], [-0.01, 0.05, -0.19], [-0.05, 0.08, 0.04], [0.03, -0.03, -0.02], [-0.03, 0.06, -0.08], [-0.04, -0.03, -0.06], [0.02, -0.02, -0.01], [-0.08, -0.01, -0.03], [-0.07, -0.03, -0.09], [0.07, 0.00, 0.07], [0.01, 0.12, 0.12], [0.17, 0.01, 0.20], [-1.40, 1.53, -1.59], [0.18, -4.84, 2.53], [-0.02, 0.99, -0.43], [-0.32, 0.10, -0.08], [0.27, -0.04, 0.03], [1.40, 2.33, -0.60], [-0.22, -0.05, 0.08], [0.00, -0.07, -0.07], [0.00, 0.03, 0.04], [-0.10, -0.03, -0.01], [-0.04, 0.05, -0.01], [0.00, 0.03, 0.02], [-0.04, 0.03, -0.05], [-0.04, 0.02, -0.04], [0.06, -0.01, 0.02], [0.06, -0.08, -0.03]], "lowdin_charge": [0.113, -0.181, -0.256, 0.481, -0.341, -0.346, -0.314, 0.495, -0.333, -0.325, -0.257, -0.801, 0.052, 0.665, 0.023, 0.092, 0.100, 0.110, 0.048, -0.097, -0.265, 0.549, -0.241, -0.269, -0.105, -0.237, -0.111, 0.085, 0.081, 0.088, 0.087, 0.080, 0.088, 0.078, 0.086, 0.085, -0.083, -0.221, 0.467, -0.251, -0.245, -0.106, -0.225, -0.091, 0.091, 0.082, 0.070, 0.081, 0.085, 0.085, 0.080, 0.090, 0.083, -0.100, -0.225, 0.468, -0.248, -0.241, -0.096, -0.222, -0.090, 0.085, 0.078, 0.089, 0.086, 0.089, 0.080, 0.079, 0.090, 0.084, -0.098, -0.225, 0.469, -0.251, -0.239, -0.102, -0.222, -0.102, 0.086, 0.079, 0.089, 0.083, 0.085, 0.087, 0.080, 0.088, 0.086]}

---

(2)
{"formula": "C5H13ClN2", "method": "ωB97M-V with the def2-TZVPD basis set", "lumo_ev": 0.52, "e_above_lowest_kj_mol": 73.84, "homo_energy_ev": -9.3, "gap_ev": 9.8, "smiles": "CCC(C)(C)N(N)Cl", "e_tot_ev": -20895.9622, "total_charge": 0, "symbols": ["C", "C", "C", "C", "C", "N", "N", "Cl", "H", "H", "H", "H", "H", "H", "H", "H", "H", "H", "H", "H", "H"], "positions_angstrom": [[-0.06170, 2.05481, 0.92554], [1.06546, -0.73835, 0.61543], [-0.25866, -0.79245, -1.65132], [0.28339, 1.34011, -0.34838], [-0.08180, -0.17756, -0.21829], [-1.48838, -1.70054, 0.89738], [-1.24615, -0.37226, 0.60458], [-2.76086, 0.48394, -0.21981], [-0.92001, 2.67780, 0.84938], [-0.31856, 1.26225, 1.69429], [0.71331, 2.72918, 1.24746], [1.19816, -0.14204, 1.50063], [1.04928, -1.76526, 0.93177], [1.89878, -0.51810, 0.09923], [-1.31784, -0.70928, -2.00837], [0.39191, -0.31860, -2.31941], [0.17084, -1.76697, -1.66052], [-0.22546, 1.90209, -1.13380], [1.41526, 1.34284, -0.30758], [-2.22342, -1.76965, 1.63791], [-1.81265, -2.14013, 0.03762]], "forces_ev_per_angstrom": [[-0.44, -0.76, 1.81], [-1.86, -0.41, 1.24], [-0.62, 0.06, 1.57], [0.64, -0.30, 1.10], [0.02, 0.38, -1.77], [-1.29, 0.67, -0.31], [-1.41, 0.38, 1.32], [0.82, -0.65, 0.41], [-0.98, 0.34, -0.22], [0.52, 1.42, -0.42], [0.52, 0.00, 0.36], [-0.35, 0.24, 0.63], [-0.33, -0.45, -0.26], [3.18, 0.18, -2.07], [1.08, -0.28, 0.32], [0.74, 1.31, -1.11], [-0.44, -1.36, 0.06], [0.60, -0.61, -0.58], [-1.28, 0.24, -1.32], [0.91, 0.19, -1.00], [-0.05, -0.63, 0.25]], "lowdin_charge": [-0.150, -0.042, -0.043, -0.219, -0.616, 0.017, -0.435, 0.476, 0.045, 0.086, 0.067, 0.085, 0.082, 0.042, 0.062, 0.054, 0.063, 0.108, 0.126, 0.114, 0.079]}